{"formula": "C14H15F4MoN4S", "method": "the ωB97M-V functional and the def2-TZVPD basis", "elements": ["Mo", "C", "N", "C", "C", "C", "N", "C", "C", "F", "C", "F", "C", "C", "F", "C", "F", "H", "H", "H", "H", "H", "H", "H", "H", "H", "H", "H", "S", "C", "N", "C", "C", "C", "N", "H", "H", "H", "H"], "positions_angstrom": [[0.392, -0.002, -0.221], [2.475, -1.139, 0.232], [1.385, -1.817, -0.456], [1.749, -2.348, -1.771], [0.727, -2.858, 0.357], [0.054, -2.239, 1.588], [-0.382, -0.900, 1.261], [-1.336, -0.290, 2.050], [-1.504, 1.105, 1.889], [-0.661, 1.719, 0.969], [-2.455, 1.850, 2.564], [-2.520, 3.143, 2.351], [-3.351, 1.212, 3.422], [-3.234, -0.157, 3.604], [-4.060, -0.794, 4.386], [-2.230, -0.903, 2.958], [-2.183, -2.204, 3.184], [2.755, -1.620, 1.179], [3.376, -1.049, -0.392], [2.125, -0.045, 0.497], [2.490, -3.148, -1.688], [0.865, -2.763, -2.260], [2.162, -1.556, -2.403], [-0.048, -3.323, -0.267], [1.436, -3.642, 0.656], [-0.763, -2.900, 1.902], [0.736, -2.172, 2.455], [-4.122, 1.771, 3.937], [-1.507, 0.449, -1.752], [-0.345, 1.531, -2.380], [-0.603, 2.476, -3.306], [0.358, 3.314, -3.733], [1.635, 3.181, -3.219], [1.865, 2.203, -2.252], [0.892, 1.382, -1.833], [-1.555, 2.552, -3.678], [0.094, 4.068, -4.466], [2.438, 3.817, -3.559], [2.848, 2.095, -1.805]], "atomic_forces_ev_per_a": [[-0.59, 1.04, -1.50], [0.55, 0.02, 0.20], [0.19, -0.01, 0.08], [0.17, -0.24, -1.19], [-0.76, -0.54, 0.62], [0.58, -1.30, 0.23], [-1.63, -0.40, 1.56], [-0.25, 0.54, 0.15], [-0.55, 0.26, 0.30], [0.07, -0.27, 0.22], [0.67, -0.29, -0.68], [-0.03, 0.06, 0.03], [0.18, -0.34, 0.02], [0.54, 0.01, -0.38], [-0.08, -0.12, 0.12], [-0.31, -0.03, 0.27], [-0.09, 0.23, 0.05], [-0.22, 0.37, -0.11], [-0.41, 0.25, 0.15], [1.26, -0.51, 0.41], [-0.02, 0.10, 0.17], [0.06, 0.14, 0.12], [-0.04, -0.06, 0.12], [0.29, 0.16, 0.05], [-0.06, 0.19, -0.17], [0.22, 0.29, -0.14], [-0.16, 0.03, -0.22], [-0.01, 0.04, 0.02], [0.01, -0.31, 0.13], [-0.03, -0.49, 0.42], [-0.11, -0.13, 0.11], [0.80, 0.06, 0.11], [-0.17, -0.13, 0.01], [-0.03, 0.36, -0.28], [-0.06, 1.06, -1.07], [0.21, -0.03, 0.10], [-0.10, -0.06, -0.03], [0.00, 0.09, 0.00], [-0.06, -0.05, -0.02]], "total_charge": 3, "homo_ev": [-18.534, -18.695], "s_squared": 2.49, "multiplicity": 3, "gap_ha": [0.2300, 0.2637], "e_lumo_ev": [-12.27, -11.52]}